(1)
Formula: C30H48GeN5O2RuS
Source: the OMol25 dataset
Level of theory: ωB97M-V/def2-TZVPD

## Properties
HOMO (spin up / spin down) in eV: -13.057 / -13.027
E_LUMO (spin up / spin down) in eV: -7.63 / -7.65
Spin multiplicity: 2
Net charge: +2
Kohn-Sham gap (spin up / spin down) in eV: 5.4 / 5.4

Positions of all 88 atoms, in Å:
1 Ru -0.190 0.131 -0.342
2 Ge 0.286 0.284 3.154
3 S -0.952 -1.833 2.032
4 O 1.263 -1.194 -0.008
5 O 0.729 0.538 -2.225
6 N -1.116 -1.323 -1.381
7 N 0.029 -4.134 1.208
8 N -1.951 1.414 -0.565
9 N 0.626 -3.533 3.333
10 N 0.987 1.639 0.471
11 C 2.442 -1.008 0.533
12 C -2.822 0.847 -1.642
13 C 3.243 -2.139 0.792
14 C 2.999 -1.221 -4.394
15 C 0.689 -1.761 -2.926
16 C -3.447 -0.528 -1.422
17 C 1.713 1.530 4.041
18 C 1.269 -0.460 -2.869
19 C 1.269 -2.747 -3.758
20 C 5.071 -0.749 1.533
21 C 4.312 0.364 1.301
22 C 1.549 3.031 4.086
23 C -0.522 -1.640 7.494
24 C -2.658 1.373 0.732
25 C -0.536 -2.040 -2.288
26 C 2.253 1.490 0.687
27 C -0.211 3.230 -0.973
28 C 4.520 -2.014 1.282
29 C -1.461 -0.685 5.342
30 C -0.006 -3.264 2.206
31 C 0.487 3.014 0.368
32 C 0.516 3.542 5.088
33 C -0.426 -0.528 6.455
34 C 2.981 0.269 0.836
35 C -1.678 2.847 -0.946
36 C 2.443 -0.233 -3.627
37 C -2.483 -1.641 -0.989
38 C -1.398 0.400 4.277
39 C 2.406 -2.497 -4.466
40 C 0.675 5.034 5.363
41 H 0.578 -0.529 6.017
42 H -1.050 -2.940 -2.631
43 H 0.800 -3.722 -3.824
44 H -0.150 4.284 -1.246
45 H 0.562 5.616 4.447
46 H -3.651 1.824 0.651
47 H 3.901 -1.020 -4.958
48 H 0.311 2.662 -1.743
49 H -0.468 -3.923 0.359
50 H -2.089 1.920 1.483
51 H 6.084 -0.652 1.897
52 H -2.240 0.323 3.588
53 H -1.374 1.403 4.704
54 H 2.596 1.234 3.477
55 H -2.210 0.825 -2.544
56 H -0.378 -2.621 7.037
57 H 0.624 2.988 6.025
58 H 4.725 1.348 1.493
59 H -2.771 0.340 1.069
60 H 5.113 -2.902 1.462
61 H -0.217 3.191 1.188
62 H -2.512 -1.744 0.090
63 H -1.385 -1.677 4.885
64 H -0.494 3.356 4.709
65 H 1.107 -4.408 3.478
66 H 0.241 -1.514 8.261
67 H 1.345 3.442 3.093
68 H 2.819 -3.109 0.562
69 H -0.575 0.439 6.942
70 H -0.080 5.374 6.071
71 H -3.887 -0.791 -2.385
72 H -2.208 3.502 -0.252
73 H 2.527 3.432 4.382
74 H 1.656 5.248 5.788
75 H 1.720 1.055 5.026
76 H -4.265 -0.481 -0.702
77 H -2.812 -2.586 -1.427
78 H 0.457 -5.043 1.301
79 H 1.102 -0.933 3.730
80 H 2.871 0.760 -3.575
81 H -3.655 1.536 -1.810
82 H -2.460 -0.631 5.788
83 H 2.843 -3.261 -5.093
84 H -1.498 -1.633 7.980
85 H 1.312 3.721 0.472
86 H -2.080 3.030 -1.941
87 H 0.664 -2.840 4.065
88 H 2.853 2.393 0.816

(2)
Formula: C12H10ClEuF5
Source: the OMol25 dataset
Level of theory: ωB97M-V/def2-TZVPD

## Properties
HOMO (spin up / spin down) in eV: -0.899 / -0.912
E_LUMO (spin up / spin down) in eV: 5.56 / 5.55
Spin multiplicity: 8
Net charge: -2
Kohn-Sham gap (spin up / spin down) in eV: 6.5 / 6.5

Positions of all 29 atoms, in Å:
1 Eu 0.792 0.543 0.980
2 Cl 2.032 0.903 3.126
3 F -1.000 2.449 0.986
4 F -3.453 1.605 0.446
5 F -2.106 1.865 2.830
6 F -3.166 -0.325 1.535
7 F -2.016 0.101 -0.313
8 C -1.508 1.347 1.735
9 C 1.588 -2.219 2.629
10 C -0.446 1.850 -2.850
11 C -0.567 -2.159 1.818
12 C 1.281 0.524 -3.608
13 C 0.305 -2.423 0.708
14 C 1.652 -2.453 1.226
15 C -0.138 0.638 -3.529
16 C 0.778 2.491 -2.515
17 C 0.217 -2.061 2.996
18 C 1.846 1.674 -2.982
19 C -2.536 0.670 0.847
20 H -1.657 -2.311 1.788
21 H 2.542 -2.769 0.650
22 H -0.860 -0.074 -3.928
23 H 0.879 3.451 -2.011
24 H 2.418 -2.339 3.332
25 H 1.831 -0.293 -4.066
26 H -0.166 -2.129 4.012
27 H 2.908 1.889 -2.883
28 H -0.007 -2.675 -0.316
29 H -1.446 2.231 -2.645

ΔE to the lowest compared entry with this formula, charge and spin per entry: 0.000, 0.697 eV